Here is one molecule with the formula CH4BrOP at a distorted geometry from the Open Molecules 2025 dataset. Energies are from wB97M-V/def2-TZVPD.

energy above the lowest of the compared OMol25 structures with the same formula, charge and spin: 0.2 kcal per mole
electronic energy: -82479.976 eV
HOMO: -0.332 Eh
SMILES string: OPCBr
frontier orbital gap: 0.345 Eh

Structure (ORCA input):
```
! RIJCOSX wB97M-V def2-TZVPD def2/J DEFGRID3
* xyz 0 1
Br -2.585 0.047 0.176
P 0.436 -0.988 -0.136
O 1.830 -0.369 0.497
C -0.751 0.490 -0.376
H -0.511 1.492 0.112
H -0.832 0.740 -1.477
H 0.045 -1.550 1.222
H 2.368 0.137 -0.018
*
```